No. 1
Below is the ion C22H31BrN3O2 with charge +1, with properties calculated with ωB97M-V/def2-TZVPD.

```
! RIJCOSX wB97M-V def2-TZVPD def2/J DEFGRID3
* xyz 1 1
C 2.545 -0.605 -0.970
C 2.121 -0.652 0.486
N 1.550 0.625 0.972
C 1.056 0.506 2.369
C 0.014 -0.583 2.560
C 2.464 1.783 0.832
C 2.103 2.579 -0.442
N 0.665 2.549 -0.587
C -0.093 3.595 0.105
C -1.176 2.960 0.940
C -1.263 3.163 2.307
C -2.199 2.495 3.079
C -3.052 1.604 2.455
Br -4.292 0.595 3.493
C -3.014 1.403 1.084
C -2.085 2.092 0.317
O -1.990 1.997 -1.041
C -2.496 0.842 -1.661
C -1.797 -0.403 -1.102
O -0.775 -0.308 -0.440
N -2.399 -1.564 -1.373
C -1.864 -2.832 -0.902
C -0.523 -3.166 -1.510
C 0.461 -3.764 -0.735
C 1.678 -4.115 -1.295
C 1.926 -3.860 -2.634
C 0.952 -3.254 -3.409
C -0.268 -2.913 -2.852
H 1.712 -0.279 -1.587
H 2.812 -1.610 -1.285
H 3.404 0.037 -1.137
H 1.344 -1.408 0.578
H 2.965 -0.915 1.128
H 0.732 0.874 0.343
H 0.604 1.465 2.631
H 1.918 0.328 3.018
H -0.708 -0.553 1.750
H 0.459 -1.573 2.610
H -0.513 -0.409 3.494
H 2.336 2.430 1.700
H 3.500 1.448 0.808
H 2.515 3.593 -0.351
H 2.556 2.116 -1.318
H 0.372 2.482 -1.551
H -0.548 4.288 -0.610
H 0.574 4.171 0.751
H -0.585 3.857 2.784
H -2.256 2.655 4.143
H -3.713 0.712 0.640
H -2.249 0.952 -2.721
H -3.586 0.763 -1.564
H -3.219 -1.580 -1.959
H -1.767 -2.784 0.187
H -2.588 -3.611 -1.150
H 0.267 -3.975 0.306
H 2.430 -4.593 -0.686
H 2.872 -4.138 -3.073
H 1.137 -3.058 -4.454
H -1.028 -2.455 -3.468
*
```

The calculation puts the maximum force at 0.0144 Eh/bohr. The LUMO energy comes out at -1.90 eV. The calculation puts the frontier orbital gap at 0.34769 Ha. Its highest occupied orbital energy is -0.4177 Eh.

---

No. 2
Below is a structure of composition C22H31BrN5O5P2S4Tl, with properties calculated with ωB97M-V/def2-TZVPD.

```
! RIJCOSX wB97M-V def2-TZVPD def2/J DEFGRID3
* xyz -2 1
Tl 0.824 0.790 1.690
C -4.288 -2.555 -0.833
P -3.522 -1.192 0.165
C -4.950 -0.901 1.311
C -3.880 0.175 -1.042
C -3.340 1.559 -0.644
P -1.491 1.640 -0.427
C -1.040 1.725 -2.213
C -1.361 3.430 -0.014
H -5.278 -2.283 -1.215
H -4.378 -3.446 -0.208
H -3.627 -2.787 -1.670
H -5.905 -0.851 0.776
H -4.798 0.030 1.862
H -4.990 -1.708 2.047
H -4.964 0.226 -1.193
H -3.417 -0.128 -1.988
H -3.795 1.890 0.296
H -3.608 2.287 -1.417
H -1.691 2.425 -2.747
H -1.118 0.729 -2.651
H -0.004 2.060 -2.280
H -1.947 4.052 -0.700
H -0.307 3.708 -0.073
H -1.698 3.595 1.012
S 2.491 -0.642 4.140
S 1.157 -0.080 5.614
S 1.049 1.989 5.687
S -0.200 2.727 4.243
Br -4.048 1.303 6.024
C -2.894 0.145 5.058
C -2.514 -1.064 5.598
C -1.706 -1.885 4.827
C -1.338 -1.455 3.563
N -1.683 -0.272 3.060
C -2.437 0.529 3.808
H -2.823 -1.347 6.595
H -1.354 -2.835 5.205
H -0.733 -2.078 2.912
H -2.711 1.488 3.389
C 3.254 -3.903 -0.402
N 1.961 -3.281 -0.292
C 1.248 -2.786 -1.446
C 0.143 -1.956 -0.784
O -0.787 -1.493 -1.417
N 0.417 -1.845 0.556
C 1.482 -2.597 0.791
N 2.022 -2.722 2.007
H 3.202 -4.708 -1.136
H 3.547 -4.347 0.549
H 4.029 -3.195 -0.717
H 0.846 -3.581 -2.076
H 1.870 -2.109 -2.041
H 1.856 -1.967 2.713
H 2.957 -3.088 2.067
O 1.858 2.156 -0.697
C 2.478 1.221 -1.251
O 2.470 -0.003 -1.013
C 3.351 1.649 -2.427
C 3.286 0.965 -3.639
C 4.066 1.352 -4.713
C 4.935 2.421 -4.557
C 5.022 3.118 -3.359
C 4.215 2.736 -2.305
N 5.781 2.822 -5.683
O 5.671 2.214 -6.731
O 6.556 3.746 -5.522
H 2.613 0.121 -3.727
H 4.023 0.841 -5.664
H 5.710 3.947 -3.280
H 4.236 3.277 -1.367
*
```

The calculation puts the maximum force at 0.0101 Eh/bohr. The LUMO energy comes out at 3.29 eV. The calculation puts the frontier orbital gap at 0.14682 Ha. Its highest occupied orbital energy is -0.0260 Eh.

---

No. 3
Below is a structure of composition C22H31ClN5O2S6SbSe4W at a distorted geometry, with properties calculated with ωB97M-V/def2-TZVPD.

```
! RIJCOSX wB97M-V def2-TZVPD def2/J DEFGRID3
* xyz -2 3
W -0.326 0.861 -0.539
Se 3.575 -0.765 0.378
Se 2.289 0.985 -0.178
Se 0.345 3.355 -0.645
Se -1.874 2.757 -0.455
S -2.763 -2.899 -2.676
Sb -2.492 -0.689 -2.239
S -2.122 -0.429 0.179
S -0.408 0.563 -2.790
S -4.150 0.699 -2.893
C 0.375 3.681 4.614
O -0.714 2.770 4.737
C -0.945 1.847 3.748
S -2.271 0.832 4.062
S 0.108 1.839 2.426
H 0.359 4.263 5.536
H 0.248 4.326 3.746
H 1.323 3.153 4.512
C -0.651 -3.634 0.151
C 0.210 -3.128 -0.951
N 0.690 -1.919 -1.137
C 1.471 -1.991 -2.275
C 1.460 -3.245 -2.782
N 0.664 -3.971 -1.919
H -0.918 -2.814 0.799
H -0.110 -4.382 0.740
H -1.558 -4.077 -0.261
H 2.010 -1.131 -2.632
H 1.915 -3.678 -3.658
H 0.314 -4.899 -2.067
C 3.191 -0.151 4.753
C 2.688 -0.107 6.205
C 1.982 1.237 6.395
C 3.930 -0.139 7.113
C 1.753 -1.325 6.570
O 2.509 -2.545 6.520
C 1.238 -1.272 8.042
C -0.226 -0.890 8.358
C -0.560 0.582 8.302
C -1.323 1.123 7.276
C -1.572 2.489 7.200
C -1.069 3.313 8.186
Cl -1.367 5.039 8.113
C -0.327 2.803 9.243
C -0.080 1.441 9.292
C 0.526 -1.477 5.655
N 0.793 -1.813 4.263
C 0.215 -1.235 3.202
N 0.748 -1.673 2.093
C 1.646 -2.588 2.516
N 1.723 -2.717 3.834
H 3.904 0.666 4.609
H 2.397 0.001 4.020
H 3.708 -1.082 4.519
H 2.669 2.039 6.102
H 1.693 1.414 7.431
H 1.090 1.334 5.766
H 4.677 0.556 6.721
H 4.367 -1.138 7.141
H 3.706 0.171 8.137
H 2.617 -2.788 5.579
H 1.891 -0.635 8.642
H 1.386 -2.289 8.405
H -0.414 -1.234 9.380
H -0.920 -1.444 7.726
H -1.715 0.499 6.480
H -2.123 2.885 6.356
H 0.059 3.469 10.004
H 0.512 1.037 10.109
H -0.033 -0.542 5.619
H -0.121 -2.246 6.078
H -0.598 -0.521 3.292
H 2.289 -3.146 1.844
*
```

The calculation puts the maximum force at 0.0274 Eh/bohr. The LUMO energy (spin up / spin down) comes out at 3.64 / 3.02 eV. The calculation puts the frontier orbital gap (spin up / spin down) at 0.22030 / 0.19863 Ha. Its highest occupied orbital energy (spin up / spin down) is -0.0865 / -0.0875 Eh.

---

No. 4
Below is a structure of composition C22H31ClNO14P3Tb at a distorted geometry, with properties calculated with ωB97M-V/def2-TZVPD.

```
! RIJCOSX wB97M-V def2-TZVPD def2/J DEFGRID3
* xyz -1 7
Tb 0.508 0.096 -1.265
O -1.844 -0.048 -0.890
C -2.717 -0.893 -1.046
C -2.538 -2.268 -1.376
C -3.677 -3.079 -1.408
C -3.572 -4.405 -1.723
C -2.329 -4.994 -2.034
C -1.203 -4.230 -2.025
C -1.243 -2.832 -1.694
O -0.194 -2.149 -1.693
N -4.775 -5.228 -1.737
O -5.838 -4.710 -1.434
O -4.656 -6.410 -2.014
H -3.762 -0.571 -0.903
H -4.650 -2.664 -1.175
H -2.296 -6.046 -2.280
H -0.235 -4.648 -2.266
Cl 2.825 -4.958 4.313
C 2.104 -3.761 3.257
C 0.975 -3.048 3.689
C 0.394 -2.105 2.883
C 0.911 -1.801 1.587
O 0.359 -0.902 0.869
C 2.047 -2.555 1.174
C 2.653 -2.360 -0.124
O 2.339 -1.533 -0.960
C 2.622 -3.522 2.016
H 0.563 -3.258 4.668
H -0.490 -1.569 3.206
H 3.494 -3.041 -0.354
H 3.485 -4.080 1.668
O -1.576 2.845 -2.969
P -0.004 3.073 -2.818
O 0.340 4.493 -2.906
O 0.491 2.245 -1.629
O 0.599 2.243 -4.120
P 0.642 0.638 -4.005
O 0.808 0.187 -5.519
O -0.659 0.195 -3.381
O 1.819 0.172 -3.200
H -1.758 1.892 -3.031
H 0.183 0.642 -6.093
C 1.332 2.456 3.861
C 1.471 1.909 2.441
P -0.034 1.884 1.358
C -1.335 1.508 2.619
C -2.607 0.890 2.044
C -0.258 3.693 1.115
C -1.629 4.021 0.521
H 2.311 2.534 4.339
H 0.718 1.805 4.483
H 0.881 3.449 3.872
H 1.858 0.885 2.474
H 2.204 2.524 1.905
H -1.556 2.427 3.171
H -0.895 0.808 3.334
H -3.058 1.523 1.278
H -3.347 0.726 2.830
H -2.377 -0.067 1.576
H 0.524 4.002 0.416
H -0.107 4.236 2.053
H -1.856 3.385 -0.338
H -1.668 5.055 0.175
H -2.423 3.882 1.259
C 3.599 3.278 -0.967
C 3.678 1.787 -1.216
O 2.742 1.062 -0.401
H 4.391 3.791 -1.516
H 3.736 3.506 0.096
H 2.637 3.679 -1.285
H 4.684 1.404 -1.020
H 3.414 1.540 -2.241
H 2.827 1.365 0.508
*
```

The calculation puts the maximum force at 0.0540 Eh/bohr. The LUMO energy (spin up / spin down) comes out at 2.20 / 2.20 eV. The calculation puts the frontier orbital gap (spin up / spin down) at 0.28359 / 0.28301 Ha. Its highest occupied orbital energy (spin up / spin down) is -0.2029 / -0.2023 Eh.

---

Relative energy (zero: lowest compared OMol25 entry of this formula, charge and spin), respectively: 0.0000, 0.9391, 0.0000, 0.0000 eV.